P.
Computed, not measured: a cluster of 2 separate species, C3H12N2OS in total, with wB97M-V/def2-TZVPD.

Results
HOMO level: -8.6478 eV
frontier orbital gap: 9.360 eV
net charge: 0
multiplicity: 1

Last column: natural (NBO) charge in e.
Geometry (Å):
N1 0.030 1.016 -2.253  -0.845
C1 -1.014 0.290 -1.528  -0.046
N2 -0.575 -0.083 -0.221  -0.656
C2 0.800 -0.883 -0.183  -0.265
C3 1.219 -1.507 1.151  -0.454
S1 2.066 0.066 1.977  -0.124
H1 0.178 0.366 -2.976  0.357
H2 -0.205 1.895 -2.744  0.374
H3 -1.179 -0.741 -1.979  0.138
H4 -1.989 0.919 -1.493  0.188
H5 -1.209 -0.801 0.098  0.348
H6 1.502 -0.084 -0.461  0.245
H7 0.733 -1.691 -0.855  0.167
H8 2.084 -2.117 1.218  0.231
H9 0.392 -1.879 1.750  0.218
H10 0.926 0.713 2.123  0.138
O1 -1.119 1.436 2.523  -0.967
H11 -0.879 0.965 1.675  0.488
H12 -1.760 2.119 2.176  0.468

=====

Q.
Computed, not measured: a cluster of 2 separate species, C3H12N2OS in total, with wB97M-V/def2-TZVPD.

Results
HOMO level: -8.8743 eV
frontier orbital gap: 9.517 eV
net charge: 0
multiplicity: 1

Last column: natural (NBO) charge in e.
Geometry (Å):
N1 0.550 1.348 1.522  -0.844
C1 1.114 0.342 0.599  -0.072
N2 0.212 -0.534 -0.105  -0.647
C2 -0.882 0.113 -0.791  -0.231
C3 -0.517 1.315 -1.651  -0.513
S1 -2.046 2.283 -1.849  -0.049
H1 -0.144 1.939 1.081  0.351
H2 0.049 0.837 2.242  0.343
H3 1.588 1.004 -0.132  0.166
H4 1.975 -0.139 1.050  0.197
H5 0.015 -1.305 0.518  0.373
H6 -1.375 -0.596 -1.453  0.209
H7 -1.654 0.434 -0.074  0.166
H8 0.147 1.950 -1.129  0.203
H9 -0.061 1.042 -2.591  0.222
H10 -1.621 3.051 -2.860  0.125
O1 0.656 -4.346 2.177  -0.943
H11 0.493 -4.838 1.363  0.473
H12 1.500 -3.901 2.085  0.471

=====

Most favorable structure: Q. The second most favorable one is 1.077 eV above it.